Record 1
Molecular formula: C20H60O15
Method: DFT, ωB97M-V/def2-TZVPD

CARTESIAN COORDINATES (ANGSTROEM)
C 3.8102 -3.2910 -0.5868
C 2.8289 -3.4343 -1.7409
O 3.0947 -2.4666 -2.7044
H 3.6874 -2.3849 0.0063
H 4.8211 -3.3788 -0.9850
H 3.5792 -4.0823 0.1263
H 1.8300 -3.2770 -1.3341
H 2.8271 -4.4469 -2.1441
H 2.5833 -2.7733 -3.4567
C -0.2193 -4.9724 0.2103
C -0.9151 -5.8346 1.2757
O -0.7638 -7.1323 0.9082
H -0.6155 -5.0611 -0.8012
H 0.8299 -5.2673 0.1906
H -0.3618 -3.9463 0.5491
H -1.9712 -5.5884 1.3858
H -0.4123 -5.6110 2.2166
H -1.4396 -7.6781 1.3168
C 0.6535 -0.6628 0.0153
C -0.0580 0.6759 -0.1003
O -1.4943 0.5135 0.0677
H 1.7380 -0.6007 0.1045
H 0.4384 -1.2720 -0.8626
H 0.3262 -1.1512 0.9332
H 0.2036 1.1890 -1.0258
H 0.2758 1.4125 0.6305
H -1.7229 0.1157 0.9109
C -3.8423 2.4344 1.4799
C -5.3416 2.6483 1.2628
O -5.9567 2.4741 2.4997
H -3.3304 2.5393 0.5234
H -3.7173 1.3974 1.7917
H -3.4326 3.0890 2.2492
H -5.6129 2.0057 0.4252
H -5.4707 3.6263 0.7991
H -5.6109 1.6848 2.9228
C 0.7280 2.6898 3.2367
C 1.9184 1.9239 3.7801
O 2.4893 1.2122 2.7134
H 0.0296 2.0325 2.7187
H 1.1870 3.5044 2.6765
H 0.2846 3.2324 4.0716
H 1.5678 1.2172 4.5322
H 2.5960 2.6170 4.2786
H 2.7293 0.3520 3.0656
C -1.2376 -0.7081 3.1619
C -1.9539 -0.0525 4.3871
O -3.0125 -0.9184 4.8498
O -2.2491 -0.7778 2.1720
H -0.9023 -1.7294 3.3427
H -0.3714 -0.1123 2.8743
H -2.3497 0.8856 3.9981
H -1.2241 0.0831 5.1853
H -2.6882 -1.6879 5.3234
H -2.9392 -1.3943 2.4274
C -1.4355 1.9980 -3.7119
C -2.2402 2.9873 -2.8053
O -1.4836 3.2062 -1.5901
O -0.2681 2.5309 -4.2100
H -2.0088 1.6375 -4.5660
H -1.1168 1.1184 -3.1525
H -3.1480 2.4611 -2.5103
H -2.5923 3.8528 -3.3667
H -1.4191 2.3892 -1.0901
H 0.2475 2.9761 -3.5335
C 4.1867 3.2244 0.1340
C 5.4181 2.3485 0.2582
O 5.4687 1.5210 -0.8838
O 2.9600 2.4325 0.2019
H 4.1747 3.8192 -0.7792
H 4.2797 3.9583 0.9346
H 5.3544 1.7240 1.1493
H 6.3701 2.8793 0.2463
H 4.5764 1.3267 -1.1801
H 2.8316 2.0345 1.0660
C -3.3360 -1.2996 -2.2153
C -2.5047 -2.4045 -1.5091
O -3.2175 -3.3178 -0.7044
O -4.0437 -1.6832 -3.3861
H -2.7604 -0.4249 -2.5182
H -4.1106 -1.0774 -1.4813
H -1.6637 -2.0121 -0.9372
H -2.0455 -3.0261 -2.2778
H -3.6900 -3.9613 -1.2376
H -4.4103 -0.8687 -3.7378
C 2.4658 0.8745 -3.1041
C 2.7365 2.4216 -3.1430
O 1.7651 3.2692 -2.5100
O 3.0504 0.2474 -1.9899
H 3.0408 0.5266 -3.9622
H 1.3985 0.6542 -3.1221
H 2.7597 2.7585 -4.1794
H 3.7424 2.5971 -2.7617
H 1.8205 3.1398 -1.5603
H 3.0065 -0.7015 -2.1283

As for the total charge: +1. As for the spin multiplicity: 2. The calculation puts the gap between HOMO and LUMO (spin up / spin down) at 9.441 / 2.953 eV. The total energy comes out at -52411.6782 eV.

---

Record 2
Molecular formula: C22H47N4O10
Method: DFT, ωB97M-V/def2-TZVPD

CARTESIAN COORDINATES (ANGSTROEM)
C -6.8476 -5.0065 1.4832
C -5.5427 -5.5319 2.0209
O -5.5073 -5.9509 3.1108
N -4.3469 -5.5565 1.2448
C -4.5632 -5.4870 -0.2056
C -3.3663 -4.5994 1.7302
C -1.9208 -5.1378 1.6735
C -1.2028 -4.9673 0.3388
C -1.0450 -3.5248 -0.1259
N -0.2598 -2.6877 0.8288
C 1.2130 -2.9154 0.7573
C 2.0323 -1.8759 1.5082
N 1.6413 -0.4983 1.2184
C 0.2198 -0.3546 1.5220
C -0.5398 -1.2278 0.5400
C -0.1875 -0.8012 -0.8862
C -1.4761 -0.4688 -1.6639
N -2.0674 0.6996 -0.9929
H -7.1221 -5.4085 0.5147
H -6.8479 -3.9219 1.3927
H -7.6411 -5.2724 2.1605
H -5.4550 -6.0391 -0.4603
H -4.6614 -4.4700 -0.5966
H -3.7559 -6.0195 -0.6899
H -3.4097 -3.6317 1.2134
H -3.5783 -4.4435 2.7799
H -1.9967 -6.2047 1.8482
H -1.3565 -4.7388 2.5184
H -0.1996 -5.3837 0.4256
H -1.6700 -5.5043 -0.4732
H -1.9995 -3.0610 -0.3138
H -0.4976 -3.5460 -1.0566
H -0.5409 -2.9107 1.7861
H 1.5485 -2.9587 -0.2696
H 1.4706 -3.8681 1.2019
H 1.9700 -2.0222 2.5906
H 3.0582 -1.9995 1.1878
H 2.1767 0.1601 1.7688
H 0.0056 -0.6864 2.5523
H -0.0881 0.6732 1.3996
H -1.5946 -1.0713 0.7339
H 0.4203 0.0890 -0.9057
H 0.3591 -1.5529 -1.4471
H -1.1540 -0.1985 -2.6695
H -2.1744 -1.2956 -1.6819
H -1.5349 1.5094 -1.2892
H -3.0308 0.8236 -1.2769
C 5.5998 -0.0986 4.8831
O 6.2665 -1.2192 5.4615
C 5.7990 -2.4072 5.0790
O 4.8871 -2.5961 4.3084
O 6.5107 -3.3478 5.6928
C 6.1264 -4.6889 5.3822
H 6.0786 0.7924 5.2786
H 5.7048 -0.1063 3.7988
H 4.5473 -0.0904 5.1641
H 6.2531 -4.8884 4.3195
H 5.0967 -4.8731 5.6840
H 6.7836 -5.3438 5.9466
C -1.8956 4.4052 -5.6504
O -1.8279 5.6023 -4.8728
C -1.6211 5.4092 -3.5699
O -1.4924 4.3403 -3.0241
O -1.5808 6.6010 -2.9765
C -1.3621 6.5540 -1.5649
H -2.0655 4.7069 -6.6799
H -0.9578 3.8549 -5.5910
H -2.7245 3.7805 -5.3219
H -0.4015 6.0928 -1.3405
H -2.1686 6.0167 -1.0688
H -1.3524 7.5817 -1.2134
C 0.8904 7.7393 -4.9049
O 2.1574 7.4878 -4.2897
C 2.7362 8.5700 -3.7627
O 2.2856 9.6861 -3.7683
O 3.9019 8.1974 -3.2268
C 4.6379 9.2633 -2.6226
H 0.5264 6.7913 -5.2900
H 0.1779 8.1187 -4.1765
H 0.9960 8.4371 -5.7340
H 4.0730 9.7048 -1.8034
H 4.8904 10.0226 -3.3604
H 5.5543 8.8313 -2.2300

As for the total charge: +1. As for the spin multiplicity: 1. The calculation puts the gap between HOMO and LUMO at 9.640 eV. The total energy comes out at -50005.4785 eV.

---

Record 3
Molecular formula: C7H11N5O
Method: DFT, ωB97M-V/def2-TZVPD

CARTESIAN COORDINATES (ANGSTROEM)
C -1.9251 -0.2437 2.6413
C -1.2289 -1.0586 1.3842
C 1.4285 1.1453 0.3740
C 1.3999 0.2442 -0.8150
C 0.3760 -0.9447 -0.3966
C -0.5028 -0.6637 -2.4908
C 1.1682 0.9924 -2.0684
H -0.2698 1.0703 2.7725
H -3.1895 0.3513 2.5412
H -2.2632 -1.0994 3.3847
H -0.6660 -1.8475 2.0197
H -2.1826 -1.2792 0.8241
H 2.0194 2.0101 0.5857
H 2.2700 -0.6136 -0.8949
H 1.1357 -1.8481 -0.1262
H -1.0761 -1.0617 -3.3806
H -0.2405 0.8318 -3.7682
H 2.6820 1.9463 -1.4791
N -0.2386 -0.2147 0.7191
N 0.5958 0.6444 1.2455
N -0.3769 -1.4493 -1.4593
N -0.0939 0.6138 -2.6785
N 2.0800 1.9125 -2.4168
O -0.9015 0.5618 3.4821

For the energy relative to the best compared isomer or geometry (same formula, charge and spin), the calculation gives 7.536 eV. As for the total charge: 0. As for the spin multiplicity: 1. The calculation puts the gap between HOMO and LUMO at 8.860 eV. The total energy comes out at -16928.5359 eV.

---

Record 4
Molecular formula: C14H18N2O5
Method: DFT, ωB97M-V/def2-TZVPD

CARTESIAN COORDINATES (ANGSTROEM)
N -0.1374 -0.8358 -1.1388
C -0.3566 -0.6581 0.2994
C -1.6414 -1.0329 0.9093
C -2.9727 -0.5698 0.3189
C -3.9269 -1.4966 0.0292
C -5.2160 -1.1187 -0.3941
C -5.4382 0.2036 -0.8101
C -4.4528 1.1574 -0.6212
C -3.3025 0.8031 0.0583
C 0.6699 -0.9285 1.3140
O 0.4672 -1.3757 2.4203
N 2.0470 -0.8291 0.9777
C 2.7063 -0.1425 -0.1368
C 3.2982 1.2802 0.1524
C 2.2324 2.2273 0.7044
C 0.9054 2.4780 -0.0089
O -0.0848 2.9917 0.4229
O 0.8834 1.7199 -1.1154
C 3.7883 -1.0473 -0.7762
O 4.9509 -0.8990 -0.6470
O 3.2444 -2.1291 -1.4483
H -0.1497 -1.7232 -1.6278
H -0.8429 -0.2113 -1.5608
H -0.3808 0.4429 0.3956
H -1.6734 -0.6768 1.9169
H -1.6270 -2.0828 1.0102
H -3.7509 -2.5381 -0.0238
H -5.9991 -1.8224 -0.4327
H -6.4547 0.5346 -1.1797
H -4.5184 2.1500 -0.9498
H -2.4787 1.5022 0.4035
H 2.6219 -0.9849 1.8089
H 1.8162 0.0021 -0.8056
H 3.5574 1.6306 -0.9575
H 4.2879 1.3001 0.6342
H 2.5502 3.2678 0.6238
H 2.1438 2.2196 1.8270
H 0.0123 1.8577 -1.5126
H 4.0693 -2.6087 -1.7328

For the energy relative to the best compared isomer or geometry (same formula, charge and spin), the calculation gives 2.869 eV. As for the total charge: 0. As for the spin multiplicity: 1. The structure (SMILES) is N[C@@H](Cc1ccccc1)C(=O)N[C@@H](CCC(=O)O)C(=O)O. The calculation puts the gap between HOMO and LUMO at 9.501 eV. The total energy comes out at -28026.9877 eV.

---

Record 5
Molecular formula: C31H46P2S3SbV
Method: DFT, ωB97M-V/def2-TZVPD

CARTESIAN COORDINATES (ANGSTROEM)
V 0.1383 0.6401 1.8193
S -0.0555 2.1504 6.0995
Sb -0.4449 0.3150 5.0439
S -1.6917 1.0429 2.8153
S 1.5696 0.2086 3.3169
C 0.3807 -5.4180 1.7753
C -0.9291 -4.7365 2.1538
C -1.1678 -3.4704 1.3043
C 0.1637 -2.8719 0.8043
C 1.2020 -3.0175 1.9288
C 1.5712 -4.5007 2.0922
P -0.0276 -1.1774 0.1723
C 1.3268 -0.8652 -1.0414
C 1.4862 -1.9318 -2.1709
C 2.9434 -2.3163 -2.4121
C 3.8066 -1.0726 -2.5874
C 3.7350 -0.1541 -1.3419
C 2.6766 -0.6252 -0.3433
C -1.5825 -1.0019 -0.7927
C -2.9109 -1.0581 -0.0240
C -3.9989 -0.3983 -0.8876
C -3.8053 -0.6969 -2.3852
C -3.0979 -2.0347 -2.5651
C -1.6623 -1.9474 -2.0189
H 0.3658 -5.6593 0.7074
H 0.4869 -6.3696 2.2956
H -0.9031 -4.4697 3.2139
H -1.7722 -5.4162 2.0317
H -1.6996 -2.7268 1.9054
H -1.8097 -3.7012 0.4530
H 0.5166 -3.4465 -0.0573
H 0.7508 -2.6325 2.8462
H 2.0944 -2.4177 1.7684
H 1.9071 -4.6668 3.1175
H 2.4185 -4.7441 1.4464
H 1.0322 0.0884 -1.4934
H 1.0821 -1.5165 -3.0965
H 0.9011 -2.8271 -1.9659
H 3.0004 -2.9488 -3.2990
H 3.3181 -2.9250 -1.5837
H 3.4570 -0.5290 -3.4692
H 4.8399 -1.3502 -2.7937
H 3.5060 0.8690 -1.6558
H 4.7026 -0.1113 -0.8399
H 2.5849 0.1009 0.4696
H 3.0161 -1.5439 0.1370
H -1.4819 0.0278 -1.1599
H -2.8522 -0.5665 0.9452
H -3.1715 -2.0978 0.1736
H -4.0008 0.6809 -0.7098
H -4.9753 -0.7643 -0.5643
H -3.1999 0.0854 -2.8574
H -4.7658 -0.6895 -2.8999
H -3.0664 -2.3317 -3.6138
H -3.6569 -2.8178 -2.0451
H -1.0078 -1.5730 -2.8055
H -1.3036 -2.9463 -1.7575
C 2.5148 3.0484 0.6110
P 0.7370 2.7823 0.8321
C -0.0396 2.8133 -0.7997
C -1.4339 2.7618 -0.8737
C -2.0651 2.7395 -2.1080
C -1.3084 2.7529 -3.2757
C 0.0771 2.8087 -3.2075
C 0.7117 2.8463 -1.9707
C 0.1388 4.2271 1.7164
C -0.2140 5.3833 1.0184
C -0.5890 6.5159 1.7262
C -0.6029 6.4944 3.1177
C -0.2424 5.3459 3.8065
C 0.1313 4.2060 3.1067
H 2.6516 4.0592 0.2231
H 2.9715 2.3199 -0.0531
H 2.9877 2.9730 1.5894
H -2.0345 2.7578 0.0301
H -3.1464 2.7173 -2.1562
H -1.8022 2.7334 -4.2391
H 0.6663 2.8375 -4.1149
H 1.7916 2.9115 -1.9315
H -0.2116 5.4087 -0.0646
H -0.8724 7.4140 1.1931
H -0.9005 7.3801 3.6640
H -0.2544 5.3155 4.8885
H 0.3987 3.3212 3.6725

As for the total charge: +1. As for the spin multiplicity: 2. The calculation puts the gap between HOMO and LUMO (spin up / spin down) at 6.615 / 7.426 eV. The total energy comes out at -116199.8322 eV.

---

Record 6
Molecular formula: C30H88HfN13O9P4
Method: DFT, ωB97M-V/def2-TZVPD

CARTESIAN COORDINATES (ANGSTROEM)
Hf 0.1330 -0.3644 -0.5214
C -4.2316 -2.1882 -1.5390
C -2.9930 -1.6305 -2.2383
C -3.3944 -0.7957 -3.4601
O -2.0619 -1.0285 -1.3007
H -4.8711 -1.4672 -1.0298
H -3.9715 -2.9390 -0.7928
H -4.8212 -2.6529 -2.3293
H -2.5392 -2.5470 -2.6155
H -2.5129 -0.2441 -3.7869
H -4.1025 0.0111 -3.2712
H -3.7745 -1.4484 -4.2460
C 2.5593 2.2879 0.6469
O 1.6721 1.3391 0.2045
H 3.2227 2.6067 -0.1571
H 2.1376 3.1435 1.1743
H 3.2888 1.8480 1.3269
C 1.8114 -2.7750 -2.9425
O 1.1957 -1.8468 -2.0496
H 2.8917 -2.6460 -3.0091
H 1.5952 -3.8125 -2.6879
H 1.4702 -2.5955 -3.9621
O 0.0370 0.9156 -2.5722
P 0.7136 1.5237 -3.7584
N 2.4168 1.8028 -3.4207
C 2.8020 3.1496 -2.9646
C 3.5996 0.8845 -3.7213
N 0.0448 2.9785 -4.3144
C 0.7813 3.8044 -5.3016
C -1.4027 3.1567 -4.3302
N 0.8010 0.4743 -5.1352
C 1.3802 0.8287 -6.3690
C -0.3452 -0.3943 -5.3664
H 3.2839 3.7118 -3.7646
H 3.6155 3.0489 -2.2461
H 1.9768 3.7888 -2.6508
H 4.4036 1.1284 -3.0269
H 3.8928 0.8120 -4.7686
H 3.2188 -0.1186 -3.5291
H 1.7099 3.3100 -5.5870
H 0.1804 3.9597 -6.1977
H 1.0089 4.7781 -4.8679
H -1.9228 2.7880 -5.2143
H -1.7944 2.7609 -3.3932
H -1.6375 4.2211 -4.3313
H 1.7258 -0.0104 -6.9729
H 0.6601 1.4023 -6.9525
H 2.2610 1.4561 -6.2325
H -1.2141 0.2454 -5.5211
H -0.5273 -0.9791 -4.4648
H -0.2080 -1.0520 -6.2247
O 1.6691 -1.7287 0.7607
P 2.9609 -2.4676 1.1008
N 4.3190 -2.0441 0.1431
C 5.5967 -2.7629 0.1884
C 4.4554 -0.6872 -0.3996
N 2.9530 -4.2585 0.9661
C 3.1493 -5.0695 -0.2241
C 2.2032 -5.0068 1.9475
N 3.5167 -2.1044 2.6917
C 4.4077 -3.0160 3.4298
C 3.3634 -0.7336 3.2287
H 5.6313 -3.8524 0.1861
H 6.1872 -2.5579 1.0813
H 6.1987 -2.4985 -0.6809
H 5.0302 -0.7847 -1.3206
H 5.0094 -0.0668 0.3048
H 3.4839 -0.2856 -0.6878
H 3.8481 -4.6525 -0.9493
H 3.5692 -6.0485 0.0072
H 2.1567 -5.1990 -0.6553
H 1.7523 -4.4702 2.7823
H 1.4275 -5.5517 1.4095
H 2.8844 -5.7255 2.4030
H 3.8829 -3.3697 4.3173
H 4.7021 -3.8533 2.7970
H 5.2600 -2.5435 3.9179
H 4.3245 -0.2306 3.3347
H 2.8900 -0.7224 4.2105
H 2.7949 -0.0318 2.6185
O -0.5085 -0.4177 1.8327
P -0.9927 -0.5721 3.2125
N -0.4352 -1.8690 4.1828
C -0.5252 -3.1847 3.6222
C -0.5810 -1.9449 5.6299
N -2.7112 -0.7717 3.2557
C -3.4202 -1.0326 4.5286
C -3.4296 -1.3208 2.0657
N -0.5177 0.7384 4.2838
C -1.5171 1.5397 4.9586
C 0.8566 1.3159 4.3912
H -0.0475 -3.2703 2.6462
H -1.5714 -3.4816 3.5491
H -0.0174 -3.9176 4.2493
H 0.1537 -2.6487 6.0209
H -1.5650 -2.3856 5.7906
H -0.4830 -1.0051 6.1731
H -4.3911 -0.5510 4.4123
H -3.6676 -2.0798 4.7020
H -2.9518 -0.6405 5.4313
H -3.2089 -2.3831 1.9610
H -4.5082 -1.2944 2.2211
H -3.1920 -0.8042 1.1358
H -1.0557 2.5268 4.9313
H -2.3916 1.7018 4.3285
H -1.8103 1.1794 5.9447
H 1.4485 0.5480 4.8894
H 0.9123 2.0271 5.2154
H 1.2287 1.7454 3.4611
O -1.1190 1.5628 -0.1463
P -2.0343 2.7111 0.1772
N -2.0147 3.2418 1.8210
C -3.1137 3.9641 2.4366
C -0.7132 3.6415 2.3917
N -3.6989 2.4803 -0.1987
C -4.4061 1.4595 0.4885
C -4.3153 2.7306 -1.4974
N -1.6139 4.1225 -0.6803
C -0.2409 4.4108 -1.0842
C -2.3846 5.3420 -0.3625
H -2.9170 5.0357 2.4045
H -3.1497 3.7331 3.5013
H -4.0799 3.6908 2.0125
H -0.8188 4.0707 3.3881
H -0.0729 4.2780 1.7810
H -0.1315 2.7331 2.5487
H -4.3784 0.5818 -0.1572
H -3.9404 1.1374 1.4199
H -5.4317 1.8054 0.6170
H -5.3134 3.1373 -1.3347
H -3.6650 3.3797 -2.0838
H -4.4998 1.8206 -2.0684
H 0.4071 3.5467 -1.2310
H -0.2748 4.9247 -2.0449
H 0.3005 5.0776 -0.4132
H -2.4380 5.9210 -1.2844
H -1.8410 6.0244 0.2909
H -3.4089 5.1126 -0.0688
C -2.1158 -4.8761 0.8277
N -1.0882 -4.1052 0.0662
O -0.7249 -4.5812 -1.0155
O -0.7934 -2.9307 0.3784
H -2.0851 -4.5413 1.8646
H -1.7131 -5.8888 0.8095
H -3.0645 -4.8076 0.2953

As for the total charge: +1. As for the spin multiplicity: 1. The calculation puts the gap between HOMO and LUMO at 7.899 eV. The total energy comes out at -108795.2422 eV.

---

Record 7
Molecular formula: CH17NO8
Method: DFT, ωB97M-V/def2-TZVPD

CARTESIAN COORDINATES (ANGSTROEM)
N -0.8166 0.6615 -0.9710
C -1.7607 0.2700 -1.8615
O -2.8976 -0.0661 -1.5528
H -0.0209 1.2177 -1.2275
H -1.1806 0.8287 -0.0350
H -1.4663 -0.0918 -2.8691
O 1.5137 -1.2405 -1.6330
H 1.7465 -1.5694 -2.5153
H 1.9872 -0.4060 -1.4868
O -2.4885 -1.0792 0.7065
H -2.7622 -1.7944 0.1291
H -3.0555 -0.3148 0.5544
O 1.1107 2.4047 -0.1949
H 1.0225 1.9166 0.6644
H 1.1424 3.3417 0.0329
O 1.3045 1.0507 2.0862
H 0.6505 0.6940 2.7331
H 1.9019 0.3379 1.8290
O 3.1825 0.8677 -0.1960
H 3.7384 0.7473 0.5813
H 2.6126 1.6788 -0.2871
O -0.7039 0.0183 3.4802
H -0.5439 -0.9286 3.6133
H -1.4127 -0.0811 2.8223
O -1.2908 -3.0095 -1.5234
H -1.0968 -2.1938 -1.0389
H -0.4164 -3.2604 -1.8404

For the energy relative to the best compared isomer or geometry (same formula, charge and spin), the calculation gives 0.000 eV. As for the total charge: 0. As for the spin multiplicity: 1. The structure (SMILES) is NC=O.O.O.O.O.O.O.O. The calculation puts the gap between HOMO and LUMO at 9.913 eV. The total energy comes out at -19183.4012 eV.

---

Look up the spin multiplicity of the first one. 2

---

Which value of spin multiplicity does entry 3 give? 1